Record 1
{"formula": "C20H50BaNO9", "method": "wB97M-V/def2-TZVPD", "elements": ["Ba", "O", "C", "O", "O", "H", "C", "C", "O", "H", "H", "H", "H", "H", "H", "C", "C", "O", "H", "H", "H", "H", "H", "H", "C", "C", "O", "H", "H", "H", "H", "H", "H", "C", "C", "O", "H", "H", "H", "H", "H", "H", "C", "C", "O", "H", "H", "H", "H", "H", "H", "C", "C", "C", "C", "C", "C", "N", "O", "C", "C", "C", "H", "H", "H", "H", "H", "H", "H", "H", "H", "H", "H", "H", "H", "H", "H", "H", "H", "H", "H"], "positions_angstrom": [[2.072, 3.364, -3.970], [0.180, 0.114, -1.220], [0.166, 1.491, -1.142], [-0.140, 1.951, -0.028], [0.486, 2.167, -2.163], [-0.162, 0.010, -0.300], [0.987, -3.017, -2.435], [1.540, -2.081, -3.497], [0.709, -0.939, -3.634], [-0.029, -3.322, -2.688], [1.078, -2.511, -1.479], [1.529, -3.967, -2.440], [1.718, -2.522, -4.477], [2.551, -1.793, -3.158], [0.504, -0.591, -2.755], [-1.087, 1.138, -5.638], [-1.042, 2.515, -6.274], [0.350, 2.983, -6.204], [-2.139, 0.871, -5.525], [-0.682, 1.217, -4.624], [-0.543, 0.369, -6.176], [-1.736, 3.195, -5.784], [-1.308, 2.454, -7.329], [0.559, 3.322, -7.081], [-3.400, 3.084, 3.029], [-1.951, 3.308, 2.665], [-1.879, 3.643, 1.283], [-3.559, 2.878, 4.092], [-3.787, 2.234, 2.461], [-4.047, 3.927, 2.788], [-1.319, 2.432, 2.853], [-1.532, 4.143, 3.236], [-1.412, 2.967, 0.773], [2.310, 2.203, 2.616], [2.162, 3.636, 2.115], [2.008, 3.645, 0.698], [3.119, 1.742, 2.039], [1.403, 1.631, 2.411], [2.582, 2.143, 3.669], [3.058, 4.220, 2.331], [1.314, 4.111, 2.620], [1.249, 3.064, 0.513], [4.921, 0.003, -2.393], [3.924, 0.958, -1.750], [4.136, 2.312, -2.214], [4.970, -0.900, -1.786], [5.912, 0.460, -2.434], [4.655, -0.243, -3.421], [3.962, 0.907, -0.662], [2.907, 0.669, -2.025], [4.918, 2.659, -1.773], [-3.001, -0.897, 3.898], [-2.082, -1.296, 2.743], [-0.678, -0.790, 3.106], [0.446, -1.377, 2.264], [0.346, -2.893, 2.189], [-1.021, -3.428, 1.776], [-2.034, -2.743, 2.578], [-3.324, -3.295, 2.432], [-1.295, -3.282, 0.260], [-1.022, -4.903, 2.161], [-2.582, -0.588, 1.473], [-2.776, -1.470, 4.800], [-4.004, -1.255, 3.646], [-3.003, 0.179, 4.038], [-0.730, 0.294, 2.983], [-0.445, -1.099, 4.127], [1.401, -1.130, 2.740], [0.548, -0.949, 1.259], [0.649, -3.298, 3.158], [1.113, -3.267, 1.501], [-1.048, -4.217, -0.245], [-2.335, -3.063, 0.031], [-0.664, -2.488, -0.139], [-1.975, -5.424, 2.029], [-0.317, -5.514, 1.594], [-0.822, -5.021, 3.230], [-1.858, -0.658, 0.656], [-2.737, 0.477, 1.659], [-3.496, -1.048, 1.097], [-3.434, -3.806, 3.241]], "gap_ev": 5.32, "spin_multiplicity": 1, "charge": 1, "relative_energy_kj_mol": 44.5}

Record 2
{"formula": "C14H15BrNO2ReS", "method": "wB97M-V/def2-TZVPD", "elements": ["Re", "C", "C", "C", "C", "C", "C", "H", "H", "H", "H", "H", "H", "Br", "C", "C", "C", "C", "C", "N", "C", "O", "O", "H", "H", "H", "C", "S", "C", "H", "H", "H", "H", "H", "H"], "positions_angstrom": [[0.261, -0.888, -1.118], [-0.105, -1.695, -3.236], [0.338, -2.826, -2.520], [1.466, -2.755, -1.686], [2.276, -1.588, -1.728], [1.936, -0.532, -2.606], [0.702, -0.533, -3.297], [-1.054, -1.714, -3.755], [-0.300, -3.698, -2.467], [1.739, -3.581, -1.043], [3.160, -1.527, -1.107], [2.522, 0.381, -2.587], [0.392, 0.325, -3.878], [3.413, 4.197, 0.649], [1.998, 3.595, 1.607], [1.649, 4.281, 2.808], [0.563, 3.828, 3.534], [-0.129, 2.734, 3.047], [0.311, 2.122, 1.832], [1.334, 2.520, 1.130], [-0.505, 0.954, 1.337], [-1.485, 0.556, 1.863], [-0.035, 0.342, 0.177], [2.234, 5.136, 3.124], [0.262, 4.318, 4.451], [-0.995, 2.334, 3.561], [-1.698, -2.610, 1.108], [-1.756, -2.156, -0.642], [-3.137, -0.987, -0.699], [-1.637, -1.730, 1.739], [-0.851, -3.276, 1.256], [-2.621, -3.156, 1.307], [-4.031, -1.576, -0.487], [-3.202, -0.593, -1.711], [-3.012, -0.200, 0.035]], "s_squared": 0.770, "gap_ev": [7.38, 5.28], "spin_multiplicity": 2, "charge": 3, "relative_energy_kj_mol": 0.0}

Record 3
{"formula": "H18O9Y", "method": "wB97M-V/def2-TZVPD", "elements": ["Y", "O", "H", "H", "O", "H", "H", "O", "H", "H", "O", "H", "H", "O", "H", "H", "O", "H", "H", "O", "H", "H", "O", "H", "H", "O", "H", "H"], "positions_angstrom": [[0.095, 0.035, 0.094], [-1.397, 1.275, 1.513], [-1.534, 2.218, 1.427], [-1.903, 1.029, 2.287], [-1.237, 1.204, -1.766], [-1.711, 2.025, -1.634], [-1.567, 0.867, -2.599], [1.383, 0.630, -1.888], [1.297, 1.376, -2.480], [2.262, 0.289, -2.056], [-0.353, -1.741, -1.463], [-0.877, -1.683, -2.262], [-0.125, -2.669, -1.392], [1.568, 0.446, 1.912], [2.130, -0.167, 2.386], [1.732, 1.293, 2.327], [-0.211, -1.765, 1.638], [-1.091, -2.104, 1.805], [0.367, -2.512, 1.789], [-2.349, -0.943, 0.116], [-3.130, -0.470, 0.403], [-2.681, -1.617, -0.476], [0.790, 2.354, 0.104], [1.712, 2.609, 0.079], [0.320, 3.116, -0.236], [1.947, -1.394, 0.024], [2.697, -1.401, 0.620], [1.867, -2.302, -0.270]], "gap_ev": 13.07, "spin_multiplicity": 1, "charge": 3, "relative_energy_kj_mol": 30.3}

Record 4
{"formula": "C5H10NO2", "method": "wB97M-V/def2-TZVPD", "elements": ["C", "C", "N", "C", "C", "C", "O", "O", "H", "H", "H", "H", "H", "H", "H", "H", "H", "H"], "positions_angstrom": [[-1.943, -1.217, 0.666], [-0.586, -1.344, 1.315], [0.226, -0.108, 1.348], [0.989, 0.064, 0.098], [2.085, 1.103, 0.337], [0.087, 0.470, -1.098], [-0.723, 1.410, -0.920], [0.296, -0.194, -2.141], [-2.035, -0.430, -0.091], [-2.726, -1.063, 1.429], [-2.233, -2.156, 0.178], [-0.579, -1.756, 2.304], [0.060, -2.030, 0.763], [-0.354, 0.732, 1.302], [1.432, -0.870, -0.233], [2.847, 0.680, 0.994], [2.555, 1.330, -0.626], [1.666, 2.011, 0.767]], "gap_ev": 7.94, "spin_multiplicity": 1, "smiles": "CCN[C@H](C)C(=O)[O-]", "charge": -1, "relative_energy_kj_mol": 57.4}

Record 5
{"formula": "C44H38O2P2S2TeY", "method": "wB97M-V/def2-TZVPD", "elements": ["Y", "O", "S", "C", "C", "C", "C", "C", "C", "P", "C", "C", "C", "C", "C", "C", "C", "C", "C", "C", "C", "C", "C", "C", "C", "C", "C", "C", "P", "C", "C", "C", "C", "C", "C", "C", "C", "C", "C", "C", "C", "H", "H", "H", "H", "H", "H", "H", "H", "H", "H", "H", "H", "H", "H", "H", "H", "H", "H", "H", "H", "H", "H", "H", "H", "H", "H", "H", "H", "C", "C", "C", "C", "C", "C", "C", "S", "C", "O", "H", "H", "H", "H", "H", "H", "H", "H", "H", "H", "Te"], "positions_angstrom": [[0.389, 0.431, 0.939], [1.295, -2.305, -3.984], [1.112, -1.096, -3.098], [-0.123, -0.056, -3.920], [-0.274, -0.083, -5.294], [-1.228, 0.774, -5.868], [-2.305, 1.196, -5.063], [-2.293, 0.972, -3.688], [-1.124, 0.389, -3.072], [-1.101, -0.229, -1.424], [-2.507, 0.552, -0.498], [-3.268, -0.197, 0.478], [-3.976, 0.465, 1.459], [-3.951, 1.877, 1.596], [-3.322, 2.611, 0.614], [-2.602, 1.949, -0.407], [-1.575, -1.931, -1.552], [-0.973, -2.994, -0.825], [-1.583, -4.279, -0.916], [-2.834, -4.478, -1.451], [-3.400, -3.402, -2.152], [-2.744, -2.160, -2.256], [2.485, -0.072, -3.630], [2.781, 0.208, -4.947], [3.382, 1.432, -5.285], [3.930, 2.228, -4.260], [3.731, 1.891, -2.888], [2.988, 0.759, -2.554], [2.702, 0.529, -0.759], [4.232, -0.437, -0.483], [4.214, -1.850, -0.289], [5.425, -2.514, -0.213], [6.635, -1.804, -0.287], [6.640, -0.447, -0.467], [5.426, 0.291, -0.558], [2.475, 2.200, -0.092], [1.144, 2.677, -0.176], [0.659, 3.630, 0.748], [1.509, 4.223, 1.666], [2.865, 3.915, 1.612], [3.306, 2.927, 0.733], [0.362, -0.719, -5.956], [-1.089, 1.073, -6.896], [-3.100, 1.794, -5.481], [-3.181, 1.217, -3.124], [-3.373, -1.316, 0.460], [-4.710, -0.037, 2.121], [-4.454, 2.313, 2.451], [-3.318, 3.732, 0.602], [-2.024, 2.482, -1.172], [-0.054, -2.824, -0.246], [-1.058, -5.119, -0.450], [-3.296, -5.439, -1.511], [-4.337, -3.583, -2.664], [-3.223, -1.425, -2.902], [2.374, -0.474, -5.698], [3.358, 1.779, -6.325], [4.358, 3.187, -4.464], [4.160, 2.519, -2.093], [3.231, -2.350, -0.142], [5.425, -3.626, -0.189], [7.605, -2.274, -0.237], [7.617, 0.006, -0.518], [5.388, 1.345, -0.636], [0.625, 2.413, -1.111], [-0.420, 3.903, 0.578], [1.112, 4.906, 2.409], [3.572, 4.478, 2.192], [4.387, 2.752, 0.646], [-5.235, 0.296, 6.423], [-3.977, -0.309, 5.775], [-3.530, -1.629, 5.986], [-2.519, -2.214, 5.208], [-1.867, -1.450, 4.294], [-2.090, -0.076, 4.194], [-3.220, 0.422, 4.834], [-0.600, -2.228, 3.259], [0.810, -2.029, 4.517], [-0.499, -1.304, 2.036], [-5.134, 1.363, 6.330], [-5.138, 0.106, 7.557], [-6.105, -0.092, 5.947], [-3.981, -2.212, 6.745], [-2.173, -3.275, 5.367], [-1.529, 0.563, 3.510], [-3.501, 1.419, 4.519], [0.260, -1.685, 5.414], [1.498, -1.262, 4.158], [1.354, -3.006, 4.596], [3.096, 0.093, 2.196]], "gap_ev": [5.47, 5.47], "spin_multiplicity": 1, "charge": 1}

Record 6
{"formula": "C3H7NOS", "method": "wB97M-V/def2-TZVPD", "elements": ["C", "N", "S", "C", "O", "C", "H", "H", "H", "H", "H", "H", "H"], "positions_angstrom": [[1.293, 3.103, 0.617], [0.926, 1.888, 0.674], [0.089, 1.261, -0.677], [-0.128, -0.410, 0.003], [-0.822, -1.112, -0.978], [-1.063, -2.447, -0.586], [1.144, 3.805, -0.219], [1.825, 3.488, 1.491], [0.832, -0.840, 0.213], [-0.721, -0.367, 0.940], [-1.657, -2.474, 0.320], [-1.610, -2.914, -1.396], [-0.107, -2.979, -0.401]], "gap_ev": 9.69, "spin_multiplicity": 1, "smiles": "C=NSCOC", "relative_energy_kj_mol": 234.6}

no.,DFT total energy (hartree),molar mass (u)
1,-1549.234502,585.946
2,-3797.052532,527.457
3,-725.482544,251.041
4,-401.804963,116.140
5,-3635.042437,941.374
6,-646.622634,105.162